1.
7
Properties=species:S:1:pos:R:3:forces:R:3 method="wB97M-V/def2-TZVPD" energy_ev=-23102.0348 largest_force_ev_per_a=3.48 smiles=OOC(F)(F)Cl e_above_lowest_kcal_mol=18.6 homo_ev=-11.16
O -0.695825 0.332676 0.259696 -1.9 1.5 0.6
O -0.601073 -1.006320 0.658519 1.3 -0.6 1.9
C 0.038730 -0.948052 2.061507 -1.9 -0.1 -2.9
F -0.302897 0.211340 2.555631 -0.5 -0.3 1.4
F 1.316846 -0.907127 1.849543 1.5 -0.6 0.3
Cl -0.475016 -2.407366 3.021023 0.4 1.6 -1.1
H -0.112689 0.682019 -0.425990 1.0 -1.6 -0.2

2.
101
Properties=species:S:1:pos:R:3:forces:R:3 method="wB97M-V/def2-TZVPD" energy_ev=-166343.6182 largest_force_ev_per_a=4.60 spin_multiplicity=5 e_above_lowest_kcal_mol=17.7 homo_ev="-4.35 / -4.92" charge=-1
Mn -0.022196 0.086657 1.158468 -1.0 0.6 -0.7
C -0.920716 1.558676 7.156251 -0.4 0.9 0.5
C 0.412922 1.831309 6.858771 -0.3 1.2 1.7
C 1.010406 1.223501 5.813612 1.6 -0.8 -1.2
C 0.372523 0.297933 4.992283 -1.0 -0.7 0.4
C -0.935090 -0.067065 5.332576 0.0 0.6 1.1
C -1.579621 0.621077 6.393714 -0.3 -1.0 -0.8
P 0.973032 -0.454019 3.452196 1.5 1.2 -0.3
C 2.810731 -0.574497 3.538009 -0.5 -0.5 -0.1
C 3.425365 -1.832015 3.293613 0.1 1.4 0.8
C 4.778533 -1.900632 3.541483 1.4 -0.4 -0.2
C 5.531084 -0.775177 3.961154 -0.1 -1.0 -0.7
C 4.919813 0.456038 4.062091 0.8 0.6 0.3
C 3.575744 0.570377 3.818644 -1.9 0.7 -0.5
C 0.435686 -2.135737 3.552618 -0.1 -1.4 0.1
C 0.940446 -3.031576 4.461820 0.1 0.0 0.7
C 0.342693 -4.306965 4.565443 -0.4 -0.1 -0.2
C -0.720356 -4.664297 3.764007 -0.5 0.5 -0.3
C -1.348140 -3.724327 2.868858 0.9 0.4 0.3
C -2.622165 -3.873404 2.241677 0.0 -0.3 -0.1
C -3.229282 -2.810852 1.620373 1.9 1.2 0.9
C -2.467576 -1.570847 1.483519 -0.4 -0.5 -0.7
C -1.131335 -1.466230 1.836981 -2.2 -0.1 0.2
C -0.667692 -2.477110 2.714479 0.6 0.0 0.3
H -1.442185 2.130794 7.960259 0.5 -0.7 -0.7
H 1.007824 2.545829 7.476188 -0.6 -0.7 -0.5
H 2.075537 1.360403 5.688588 0.0 0.3 -0.2
H -1.420077 -0.933585 4.882344 -0.1 0.5 -0.2
H -2.629054 0.383259 6.580790 0.3 0.0 0.1
H 2.868331 -2.705182 2.962633 0.2 0.3 0.1
H 5.296817 -2.855233 3.315677 -0.3 0.8 0.3
H 6.618884 -0.853242 4.031684 -0.4 -0.1 0.2
H 5.493321 1.355614 4.324817 -0.2 -0.5 -0.2
H 3.061781 1.583191 3.764307 0.8 -1.4 0.3
H 1.789644 -2.745435 5.126170 -0.9 -0.3 -0.5
H 0.618170 -5.014014 5.341166 0.4 0.1 -0.2
H -1.116989 -5.675023 3.859140 -0.2 0.3 0.0
H -3.098886 -4.845600 2.311427 -0.2 0.1 0.1
H -4.254441 -2.792365 1.312374 -0.3 -0.3 -0.3
H -3.003520 -0.740603 1.010976 0.4 -0.2 0.0
N 5.682962 -2.065465 0.525132 -1.5 0.6 -1.0
C 4.681430 -1.814153 -0.036644 1.7 -0.9 0.9
N 3.574388 -1.647701 -0.740806 -0.2 0.2 0.0
C 2.503265 -1.346067 -0.108739 -0.5 0.3 0.6
N 1.505844 -1.076942 0.455505 0.6 -0.2 -0.6
C 0.026296 4.634496 -0.601342 -0.1 1.0 -0.5
S -0.193782 4.809263 1.174428 0.1 0.7 0.0
C -1.884258 4.462080 1.211183 -1.1 -4.4 0.5
C -2.277235 3.107737 1.475307 1.3 1.9 0.2
S -1.227526 1.987569 2.299067 0.0 -0.5 0.7
S -3.922797 2.625775 1.145867 0.6 1.4 -0.2
C -4.400496 4.179561 0.510888 -0.3 0.3 -0.5
S -5.931515 4.487833 -0.069995 0.5 -0.1 0.3
S -3.118634 5.388638 0.473396 -1.2 -0.2 0.0
H 1.034862 5.012037 -0.755222 0.1 0.0 -0.4
H -0.700946 5.287739 -1.119939 0.5 -0.1 0.2
H -0.099542 3.631467 -0.988649 0.2 -0.2 0.3
C 2.943694 0.905181 -3.229989 -1.2 0.9 0.8
C 1.899394 1.417969 -4.199121 -1.1 -0.6 -0.7
C 2.161591 2.803628 -4.693828 0.4 0.2 0.2
C 1.725151 0.453701 -5.382163 -0.7 -0.2 0.6
O 0.617396 1.539770 -3.488488 0.4 -0.7 -0.3
Si -0.467622 0.519931 -2.762333 0.0 0.4 1.5
S -0.774723 1.320158 -0.751135 0.3 -1.0 -1.2
O 0.012841 -1.054047 -2.768811 0.4 0.5 -0.4
C -0.531432 -2.366937 -2.887270 0.1 -0.4 -0.9
C -0.677293 -2.762320 -4.370685 0.7 0.2 -0.2
C -1.850617 -2.460365 -2.192115 -1.6 0.2 0.8
C 0.441229 -3.304649 -2.185427 0.2 -0.1 0.8
O -1.939359 0.566349 -3.467510 -0.5 0.6 -0.9
C -2.716093 1.553595 -4.245698 0.5 -0.1 1.0
C -3.971888 0.801489 -4.576587 -0.7 0.0 0.6
C -1.913342 1.863437 -5.498149 -0.9 0.8 -1.2
C -3.049025 2.784541 -3.354987 0.3 -1.2 -0.6
H 3.873281 0.550901 -3.617802 0.5 -0.3 -0.7
H 2.418317 0.102119 -2.710673 0.6 0.0 0.4
H 3.163778 1.769390 -2.586197 0.0 -0.6 0.4
H 3.165895 2.848669 -5.125781 -0.2 0.2 -0.2
H 2.089312 3.478787 -3.860152 0.3 0.4 0.5
H 1.371978 3.110473 -5.359487 0.0 0.1 -0.7
H 2.669018 0.166994 -5.810509 0.6 0.0 -0.2
H 1.094644 0.872111 -6.180764 0.0 -0.1 0.3
H 1.272820 -0.454953 -4.964803 0.0 0.1 -0.4
H -1.346040 -2.096759 -4.901484 -0.1 0.4 0.0
H -1.097846 -3.767468 -4.520906 0.3 0.1 0.3
H 0.317152 -2.696562 -4.853495 -0.5 -0.2 0.1
H -2.683325 -1.878267 -2.675633 1.0 -0.2 0.5
H -1.687031 -2.118678 -1.142870 -0.5 -0.2 -0.7
H -2.223993 -3.501460 -2.167042 0.4 0.3 0.1
H 1.478352 -3.210167 -2.551960 -0.4 0.2 0.2
H 0.142152 -4.353862 -2.330429 0.0 0.3 0.1
H 0.377995 -3.052815 -1.095096 0.4 -0.4 -0.8
H -3.707977 -0.038322 -5.189342 -0.1 -0.5 -0.5
H -4.756326 1.406216 -5.041201 0.3 0.0 -0.1
H -4.380251 0.416099 -3.637349 0.0 0.0 -0.1
H -1.772092 0.960427 -6.104885 -0.2 0.1 0.1
H -0.938590 2.227468 -5.269093 0.7 0.3 0.4
H -2.389320 2.654165 -6.159168 0.2 -0.9 0.8
H -3.517765 2.455297 -2.434886 -0.2 -0.2 0.1
H -3.712305 3.471565 -3.866964 0.0 0.2 -0.2
H -2.134006 3.253710 -3.068400 0.7 0.6 0.1

3.
77
Properties=species:S:1:pos:R:3:forces:R:3 method="wB97M-V/def2-TZVPD" energy_ev=-67758.4633 largest_force_ev_per_a=4.21 smiles="C[C@H](I)CC1=C(S)C(=O)C(OC(=O)c2ccccc2)=C([Si](C)(C)C)C1=O.CCOCC.CCOCC" homo_ev=-9.17
C 0.244044 -6.820455 -1.022441 0.1 -0.2 -0.3
C -0.802521 -5.645335 -1.238075 0.7 0.1 1.0
I -2.134331 -6.198965 -2.897856 0.3 0.2 0.7
C -0.093359 -4.226267 -1.486127 -0.9 -0.6 -0.6
C -0.912505 -3.084791 -0.814339 1.0 0.1 1.1
C -0.603176 -2.657749 0.452981 -2.1 0.4 -0.6
S 0.749386 -3.326699 1.456959 -0.2 0.1 -0.2
C -1.504582 -1.534947 1.073463 0.4 -0.3 0.9
O -1.282917 -1.214439 2.225021 -0.4 0.0 -0.9
C -2.675369 -0.864829 0.292842 0.1 -1.1 -1.6
O -3.393036 0.175563 0.908814 2.0 -0.3 0.6
C -2.580554 1.340106 0.876858 0.6 1.8 -0.6
O -2.453185 1.907982 -0.177816 -0.1 -0.7 0.9
C -1.864239 1.953102 2.106945 2.3 0.6 3.5
C -0.382065 1.682929 2.376531 -1.2 1.2 1.0
C 0.328612 2.274506 3.519253 -2.1 0.8 0.0
C -0.343087 3.188802 4.464986 -2.0 -1.3 -2.5
C -1.785187 3.454862 4.223938 1.9 -1.1 -0.8
C -2.510823 2.856375 3.087554 1.6 -0.6 -0.2
C -3.001550 -1.281566 -0.968002 1.6 -0.7 1.0
Si -4.427198 -0.635346 -2.066571 -1.4 0.0 -0.8
C -5.813743 -1.968345 -2.017195 0.3 -0.7 -0.2
C -5.208208 1.000540 -1.502200 -0.5 0.7 -0.3
C -3.968661 -0.428092 -3.906845 0.1 0.0 -0.4
C -2.109491 -2.427772 -1.570244 0.3 0.1 -0.1
O -2.317994 -2.822767 -2.702564 0.0 0.5 0.9
H 0.044544 -7.425748 -0.090369 0.0 0.8 -1.0
H 1.298801 -6.428203 -0.946842 -1.1 -0.3 -0.1
H 0.188013 -7.524905 -1.894115 0.3 0.6 0.9
H -1.424095 -5.571448 -0.301687 0.4 -0.1 -1.2
H -0.045662 -4.075812 -2.600893 0.0 0.1 1.2
H 0.952687 -4.333176 -1.084103 -1.2 0.5 -0.3
H 0.230382 -3.726223 2.675535 -0.3 0.7 -1.1
H 0.250708 1.033984 1.715365 -1.1 0.6 0.6
H 1.409286 2.056540 3.721736 -1.2 0.1 -0.6
H 0.216130 3.660602 5.315664 -0.8 -0.6 -1.0
H -2.281692 4.134150 4.966289 0.2 -0.8 -1.1
H -3.588678 3.110867 2.941560 1.1 -0.3 0.2
H -6.188494 -2.154166 -0.974997 0.1 0.2 -1.0
H -6.659502 -1.691836 -2.716591 0.9 -0.2 0.9
H -5.391318 -2.950489 -2.397549 -0.5 1.0 0.4
H -5.458871 1.061071 -0.412115 0.4 0.0 -1.0
H -4.610472 1.894099 -1.854062 -0.5 -1.0 0.7
H -6.198376 1.083414 -2.052852 1.0 -0.2 0.5
H -3.076307 0.252530 -4.010092 -0.7 -0.8 -0.1
H -4.817992 0.054897 -4.474826 0.7 -0.4 0.8
H -3.801351 -1.432276 -4.396245 0.1 1.2 0.6
C 6.628826 -2.868189 -1.595320 0.1 0.0 0.1
C 5.115854 -2.902361 -1.732315 0.1 0.0 0.0
O 4.453949 -3.428861 -0.593756 -0.2 -0.2 0.0
C 4.651590 -2.733985 0.628951 0.0 0.1 0.0
C 4.186286 -1.289163 0.587394 0.0 0.1 -0.1
H 7.017054 -3.867979 -1.388445 0.0 0.0 -0.1
H 7.085115 -2.498499 -2.515716 0.0 0.0 0.0
H 6.949302 -2.217434 -0.779395 0.0 0.0 -0.1
H 4.854018 -3.552876 -2.569333 -0.1 -0.1 0.2
H 4.721134 -1.910691 -1.977068 0.1 0.1 0.0
H 5.700087 -2.803932 0.937280 0.0 0.1 0.0
H 4.072407 -3.269071 1.384285 0.0 -0.1 -0.2
H 4.745756 -0.701347 -0.142630 0.0 0.0 0.1
H 4.318747 -0.820507 1.564910 0.0 0.0 0.0
H 3.130183 -1.235371 0.312919 0.0 0.0 0.1
C 3.187525 6.759572 0.842649 0.0 0.0 -0.1
C 2.123659 6.412331 1.871037 0.1 0.0 -0.1
O 0.821291 6.832995 1.505142 -0.1 0.2 0.1
C 0.297491 6.288827 0.302014 0.0 -0.1 0.0
C 0.189138 4.774921 0.316438 0.2 -0.1 0.0
H 3.200906 7.835435 0.654081 0.0 0.0 0.1
H 4.173714 6.453694 1.198155 0.0 0.0 0.0
H 3.008166 6.262156 -0.112489 0.1 -0.1 0.1
H 2.360829 6.922592 2.807070 -0.2 0.0 0.0
H 2.128222 5.339840 2.094327 0.0 0.0 -0.1
H 0.884988 6.634941 -0.555277 0.0 -0.1 0.0
H -0.700977 6.713979 0.182171 0.1 0.1 0.2
H 1.170118 4.305120 0.415078 0.0 0.0 -0.1
H -0.257137 4.422313 -0.616022 0.0 0.0 0.1
H -0.420243 4.417274 1.149184 0.0 0.1 0.0

4.
95
Properties=species:S:1:pos:R:3:forces:R:3 method="wB97M-V/def2-TZVPD" energy_ev=-80021.9807 largest_force_ev_per_a=3.04 spin_multiplicity=3 e_above_lowest_kcal_mol=45.6 homo_ev="-12.94 / -13.09" charge=+2
Mo -7.970516 -15.617663 -1.716465 2.5 -1.1 -0.9
C -10.635759 -15.123397 2.833370 0.3 -0.8 0.1
C -11.402090 -13.961901 2.237202 0.7 2.6 -0.1
C -10.841738 -12.547878 2.713676 -0.7 0.5 -0.3
C -12.902148 -14.012392 2.540328 -0.6 -1.1 -1.4
N -11.289159 -14.028458 0.717367 1.4 0.5 -0.3
C -12.387383 -13.764829 -0.111553 0.2 -0.9 -0.4
C -12.175321 -14.446692 -1.242106 2.0 -0.2 -0.5
N -10.808988 -14.938694 -1.243917 -1.3 0.3 0.6
B -10.512534 -16.146588 -2.157857 -0.7 -0.1 -1.1
N -10.445115 -17.551504 -1.469366 1.5 -0.1 1.6
C -11.611863 -18.208366 -1.077303 0.0 1.7 -1.2
C -11.308721 -19.213568 -0.286690 1.1 -1.8 0.7
N -9.889071 -19.316826 -0.159774 -0.2 3.0 0.1
C -9.415185 -18.195014 -0.769496 -0.6 -0.9 -1.8
S -7.720200 -17.895867 -1.051335 -0.2 0.4 -0.2
C -9.042221 -20.232429 0.730459 -2.2 -1.6 1.3
C -10.175189 -20.783192 1.754280 0.9 1.1 0.1
C -8.567984 -21.438807 -0.156152 -1.2 0.2 0.4
C -7.940583 -19.550520 1.591226 0.3 0.4 -1.2
N -9.243553 -15.978480 -3.474098 0.3 -0.1 0.7
C -9.555727 -16.846762 -4.550782 0.7 1.9 -0.8
C -9.354022 -16.148716 -5.707143 0.3 0.3 2.4
N -8.893816 -14.832862 -5.369550 0.1 -0.8 0.1
C -8.770980 -14.790303 -4.034872 -2.2 0.0 -0.4
S -8.439766 -13.501995 -2.993366 0.3 0.1 0.5
C -8.713991 -13.584832 -6.213824 0.0 1.3 0.0
C -9.798999 -12.493794 -5.928752 0.7 -0.3 0.5
C -7.310367 -12.970746 -5.914697 0.1 -1.5 0.2
C -8.876718 -13.871119 -7.676908 0.8 -2.0 -1.0
C -10.260431 -14.558531 -0.042356 -2.7 -0.4 -0.2
S -8.564612 -14.676701 0.245506 -0.6 1.0 1.8
H -11.177387 -15.474316 3.734779 0.6 0.3 -0.3
H -10.696610 -15.958577 2.106616 0.2 0.1 0.5
H -9.552113 -14.900099 3.055111 -1.2 -0.2 -0.2
H -11.660324 -12.100457 3.342863 1.1 -0.3 -0.3
H -9.890876 -12.623564 3.295074 -0.8 0.1 -0.6
H -10.718281 -11.819961 1.831826 0.0 -1.2 1.3
H -13.122648 -13.985594 3.591713 0.3 -0.3 0.5
H -13.468542 -13.169889 2.115734 0.4 -0.2 0.1
H -13.315093 -14.952543 2.065285 0.2 0.9 0.8
H -13.242210 -13.116484 0.082068 0.5 -0.6 0.5
H -12.808223 -14.659045 -2.071407 -0.2 0.2 -0.4
H -11.338814 -16.148575 -3.014482 -0.5 -0.2 0.5
H -12.571414 -17.843520 -1.410906 0.0 -0.2 0.1
H -12.011095 -19.902686 0.118357 0.0 -0.3 0.2
H -11.072777 -21.039333 1.215341 0.0 -0.6 -0.1
H -9.812453 -21.680839 2.273986 0.0 0.5 -0.1
H -10.512339 -19.990088 2.492549 0.7 -0.8 -0.7
H -9.158304 -21.467092 -1.096992 0.5 0.0 0.5
H -7.513843 -21.391381 -0.382109 0.3 0.0 -0.1
H -8.815580 -22.369733 0.394491 0.5 0.5 -0.4
H -8.293217 -18.606522 2.005708 -0.2 0.0 0.1
H -7.644673 -20.191982 2.436608 -0.2 0.0 -0.5
H -7.046573 -19.278198 0.975396 -0.6 -0.6 0.7
H -10.019938 -17.792156 -4.408768 0.1 -0.6 0.1
H -9.442400 -16.591465 -6.654274 -0.2 0.2 -1.3
H -9.495648 -11.973673 -4.990345 -0.7 0.0 -0.9
H -9.763133 -11.842536 -6.838470 -0.1 -0.2 1.1
H -10.808144 -12.924653 -5.834639 0.3 0.2 -0.1
H -7.346391 -12.269793 -5.086942 0.1 0.1 -0.1
H -6.629940 -13.805240 -5.644692 -0.2 0.5 0.0
H -6.859939 -12.518901 -6.788761 -0.2 0.3 -0.2
H -9.938296 -13.966305 -7.969791 0.5 -0.1 0.1
H -8.425584 -13.035948 -8.222166 -0.3 -0.3 0.0
H -8.297112 -14.812911 -7.970349 -0.8 1.2 0.1
C -6.587100 -10.179623 2.488501 2.6 -0.1 -0.1
C -6.899268 -11.541518 1.888694 -1.2 -1.4 0.3
O -7.259332 -12.632485 2.847300 0.1 2.0 -0.3
C -6.084086 -13.061478 3.551314 0.0 -1.0 -1.3
C -6.185587 -13.276414 5.042457 -1.8 0.2 0.5
H -7.206454 -9.977141 3.337699 -0.5 0.2 0.4
H -6.700350 -9.403175 1.720431 -0.2 -0.2 0.2
H -5.476207 -10.079646 2.825565 -1.9 -0.3 -0.4
H -6.112281 -11.980161 1.282751 0.5 0.3 -0.1
H -7.756296 -11.473606 1.195554 0.1 0.0 0.5
H -5.277888 -12.388471 3.182856 0.0 -0.6 0.9
H -5.915453 -14.071506 3.161749 0.3 0.1 -0.2
H -5.957009 -12.355776 5.580447 -0.3 -0.2 0.3
H -5.516347 -14.058270 5.352808 0.8 -0.1 0.0
H -7.196136 -13.742403 5.358884 1.3 1.2 -0.7
C -5.801693 -15.499746 -1.934149 0.1 -0.5 -1.3
C -4.891382 -15.762192 -0.830116 1.8 0.9 0.3
C -3.931132 -16.838769 -0.835964 -2.4 0.6 -0.8
C -3.482443 -17.261519 0.371456 0.4 -0.8 1.2
C -3.751085 -16.533895 1.552969 0.5 0.2 0.8
C -4.226840 -15.211429 1.480670 0.1 -1.2 -1.6
C -4.761038 -14.820862 0.239556 -0.3 -0.8 0.6
H -5.534789 -16.090406 -2.835658 -0.3 0.0 0.4
H -5.865011 -14.469590 -2.267162 0.1 0.6 0.2
H -3.697592 -17.415521 -1.745189 -0.4 0.3 0.5
H -2.990619 -18.246922 0.357100 0.0 0.7 0.5
H -3.512234 -16.950984 2.552624 0.1 0.2 -0.9
H -4.203710 -14.520442 2.307911 0.1 -0.2 0.0
H -5.085488 -13.788694 0.156088 -0.5 -0.2 -0.3